--- i ---
Computed, not measured: 14 unconnected molecules or ions with the total composition C16H60N14O14, with ωB97M-V/def2-TZVPD.

Results
- Kohn-Sham gap: 7.35 eV

Cartesian coordinates (Å):
1 C -0.76 -0.49 -0.29
2 C 0.10 0.20 0.66
3 O 0.82 1.14 -0.11
4 H -1.23 0.14 -1.05
5 H -1.66 -0.94 0.11
6 H -0.11 -1.13 -0.75
7 H 0.79 -0.58 1.01
8 H -0.31 0.73 1.52
9 H 1.50 1.53 0.53
10 C -0.06 5.33 -1.37
11 C -0.53 4.21 -0.59
12 O -1.35 3.38 -1.36
13 H 0.47 5.05 -2.28
14 H 0.56 6.03 -0.83
15 H -0.93 5.87 -1.67
16 H -1.11 4.54 0.33
17 H 0.35 3.79 -0.14
18 H -0.76 2.78 -1.84
19 C 1.89 -3.95 1.09
20 O 1.03 -4.70 1.71
21 N 2.07 -2.71 1.47
22 N 2.71 -4.34 0.18
23 H 1.64 -2.56 2.42
24 H 2.50 -1.97 0.84
25 H 2.67 -5.34 0.02
26 H 3.62 -3.94 0.02
27 C 0.40 -1.71 -3.43
28 O -0.49 -0.75 -3.72
29 N 1.57 -1.75 -4.00
30 N 0.22 -2.82 -2.74
31 H 1.78 -0.92 -4.60
32 H 2.35 -2.42 -3.85
33 H -0.60 -2.81 -2.17
34 H 0.94 -3.61 -2.64
35 C -4.03 -0.76 2.63
36 O -3.51 -2.01 2.16
37 N -3.20 0.25 2.94
38 N -5.30 -0.44 2.68
39 H -2.22 -0.06 3.26
40 H -3.48 0.98 3.58
41 H -5.99 -1.17 2.48
42 H -5.50 0.38 3.25
43 C 3.57 -1.15 -1.00
44 O 4.43 -2.18 -1.48
45 N 2.58 -0.55 -1.70
46 N 3.54 -0.79 0.25
47 H 2.24 -0.99 -2.55
48 H 1.81 0.06 -1.27
49 H 3.06 -0.06 0.71
50 H 4.14 -1.33 0.92
51 C 4.01 2.99 -1.17
52 O 2.80 3.32 -0.73
53 N 4.37 1.72 -1.26
54 N 4.98 3.88 -1.32
55 H 3.66 0.99 -1.08
56 H 5.21 1.36 -1.62
57 H 4.62 4.84 -1.11
58 H 5.85 3.63 -1.76
59 C -0.37 -2.04 3.43
60 O -0.81 -0.71 3.70
61 N -1.24 -2.89 2.98
62 N 0.85 -2.43 3.76
63 H -2.22 -2.57 2.96
64 H -1.10 -3.95 2.96
65 H 1.43 -1.77 4.34
66 H 1.08 -3.43 3.91
67 C -4.02 1.00 -0.24
68 O -4.03 1.38 -1.50
69 N -5.04 0.35 0.19
70 N -3.39 1.67 0.67
71 H -5.30 -0.45 -0.37
72 H -5.22 0.17 1.23
73 H -2.56 2.16 0.28
74 H -3.31 1.08 1.54
75 C -3.55 -1.03 -2.91
76 O -3.12 -2.21 -3.63
77 H -3.60 -1.16 -1.87
78 H -4.48 -0.63 -3.27
79 H -2.88 -0.13 -3.03
80 H -3.27 -2.94 -3.12
81 C 3.66 1.82 2.26
82 O 2.48 1.06 2.18
83 H 4.44 1.20 1.88
84 H 3.87 2.40 3.17
85 H 3.45 2.70 1.57
86 H 2.59 0.33 2.75
87 C -1.14 3.07 2.97
88 O -1.55 2.42 4.15
89 H -1.42 4.14 2.95
90 H -1.62 2.58 2.16
91 H -0.02 3.10 2.84
92 H -0.92 1.74 4.44
93 C -1.52 -3.96 -0.69
94 O -2.44 -4.60 -1.48
95 H -0.49 -4.21 -0.88
96 H -1.66 -4.26 0.36
97 H -1.56 -2.92 -0.69
98 H -2.29 -5.52 -1.40
99 C 1.05 2.07 -3.19
100 O -0.32 1.86 -3.29
101 H 1.33 3.04 -2.92
102 H 1.46 1.88 -4.21
103 H 1.54 1.39 -2.49
104 H -0.50 0.98 -3.74


--- ii ---
Computed, not measured: 14 unconnected molecules or ions with the total composition C16H60N14O14, with ωB97M-V/def2-TZVPD.

Results
- Kohn-Sham gap: 8.23 eV

Cartesian coordinates (Å):
1 C 3.03 -0.72 0.08
2 C 3.97 -1.54 0.87
3 O 4.00 -1.04 2.18
4 H 3.27 0.41 0.06
5 H 2.05 -0.92 0.37
6 H 3.09 -0.93 -0.90
7 H 4.98 -1.49 0.53
8 H 3.58 -2.52 0.95
9 H 4.10 -1.78 2.81
10 C -2.93 -3.75 0.73
11 C -2.43 -3.37 -0.60
12 O -1.08 -3.88 -0.74
13 H -2.17 -3.71 1.50
14 H -3.13 -4.86 0.73
15 H -3.79 -3.36 1.17
16 H -2.31 -2.29 -0.62
17 H -3.18 -3.60 -1.33
18 H -1.07 -4.46 -1.53
19 C 0.68 -0.04 5.04
20 O 0.47 0.14 6.41
21 N 1.80 -0.46 4.58
22 N -0.23 0.03 4.15
23 H 2.59 -0.38 5.24
24 H 2.15 0.11 3.73
25 H -1.20 -0.04 4.46
26 H -0.01 -0.31 3.23
27 C 3.22 2.15 2.97
28 O 2.90 3.41 3.57
29 N 2.33 1.31 2.55
30 N 4.43 1.72 2.88
31 H 1.41 1.78 2.55
32 H 2.51 0.67 1.76
33 H 5.23 2.36 3.14
34 H 4.58 0.80 2.55
35 C -0.63 2.98 2.02
36 O -0.44 4.24 1.50
37 N -1.47 2.10 1.60
38 N 0.03 2.50 3.09
39 H -1.74 1.23 2.11
40 H -2.01 2.38 0.79
41 H 0.72 3.17 3.50
42 H -0.22 1.64 3.66
43 C -2.11 3.27 -1.58
44 O -3.05 3.16 -0.55
45 N -0.84 3.22 -1.35
46 N -2.42 3.09 -2.83
47 H -0.60 3.40 -0.34
48 H -0.15 3.39 -2.06
49 H -3.44 3.23 -3.07
50 H -1.76 3.08 -3.56
51 C 0.63 -2.81 2.20
52 O -0.31 -1.82 2.00
53 N 1.58 -2.67 3.05
54 N 0.73 -3.97 1.52
55 H 1.67 -1.81 3.71
56 H 2.38 -3.26 3.22
57 H 0.06 -4.02 0.67
58 H 1.64 -4.54 1.46
59 C -2.29 -2.55 -4.02
60 O -3.61 -2.94 -3.73
61 N -1.57 -1.73 -3.38
62 N -1.64 -3.25 -4.86
63 H -2.10 -1.01 -2.82
64 H -0.57 -1.84 -3.39
65 H -0.82 -3.07 -5.58
66 H -2.26 -3.98 -5.13
67 C 0.66 3.61 -4.29
68 O 1.25 4.85 -4.54
69 N -0.49 3.21 -4.74
70 N 1.16 2.67 -3.54
71 H -1.00 3.87 -5.33
72 H -0.77 2.19 -4.80
73 H 1.98 2.99 -2.96
74 H 0.71 1.81 -3.23
75 C -3.81 -0.05 -1.60
76 O -2.97 0.36 -2.60
77 H -4.75 0.30 -1.85
78 H -3.54 0.51 -0.77
79 H -3.70 -1.08 -1.42
80 H -2.74 1.25 -2.45
81 C -3.42 -0.64 2.00
82 O -3.20 -0.02 3.21
83 H -3.89 0.04 1.31
84 H -4.09 -1.51 2.13
85 H -2.44 -0.94 1.56
86 H -2.90 -0.83 3.70
87 C 1.45 -2.44 -2.82
88 O 1.15 -1.15 -3.37
89 H 0.59 -2.94 -2.35
90 H 2.18 -2.30 -2.07
91 H 1.98 -3.19 -3.42
92 H 0.88 -0.58 -2.61
93 C 2.14 3.29 -0.13
94 O 2.71 2.71 -1.27
95 H 1.68 2.52 0.42
96 H 1.58 4.10 -0.44
97 H 3.01 3.68 0.38
98 H 3.47 2.17 -0.99
99 C -0.07 -0.07 -0.53
100 O -0.01 0.66 -1.68
101 H 0.20 -1.08 -0.45
102 H -1.13 -0.09 -0.32
103 H 0.36 0.46 0.38
104 H -0.47 1.45 -1.42


--- iii ---
Computed, not measured: 14 unconnected molecules or ions with the total composition C16H60N14O14, with ωB97M-V/def2-TZVPD.

Results
- Kohn-Sham gap: 6.79 eV

Cartesian coordinates (Å):
1 C 24.76 -18.96 -8.43
2 C 25.30 -18.41 -7.13
3 O 25.80 -17.17 -7.36
4 H 23.78 -18.54 -8.75
5 H 24.71 -20.07 -8.27
6 H 25.53 -18.84 -9.29
7 H 26.17 -19.05 -6.83
8 H 24.55 -18.46 -6.33
9 H 26.00 -16.77 -6.50
10 C 24.18 -18.04 -11.90
11 C 23.24 -16.85 -11.88
12 O 23.00 -16.40 -10.58
13 H 25.16 -17.83 -11.49
14 H 24.33 -18.49 -12.89
15 H 23.79 -18.90 -11.29
16 H 22.27 -17.09 -12.30
17 H 23.69 -15.99 -12.41
18 H 22.54 -15.55 -10.76
19 C 20.37 -18.53 -9.07
20 O 19.44 -19.53 -9.12
21 N 20.97 -18.17 -10.17
22 N 20.70 -17.82 -8.02
23 H 20.81 -18.92 -10.85
24 H 21.85 -17.70 -10.19
25 H 20.11 -18.08 -7.20
26 H 21.65 -17.39 -7.79
27 C 21.73 -16.07 -15.36
28 O 22.51 -17.23 -15.35
29 N 22.15 -14.88 -15.00
30 N 20.50 -16.06 -15.77
31 H 23.14 -14.88 -14.65
32 H 22.00 -14.03 -15.54
33 H 20.03 -16.93 -16.03
34 H 19.86 -15.33 -15.49
35 C 20.82 -20.09 -12.96
36 O 21.62 -21.05 -13.56
37 N 20.81 -18.89 -13.37
38 N 20.11 -20.29 -11.87
39 H 21.42 -18.75 -14.18
40 H 20.33 -18.02 -13.09
41 H 19.99 -21.30 -11.46
42 H 19.30 -19.60 -11.72
43 C 20.28 -13.97 -12.18
44 O 21.39 -14.33 -11.49
45 N 20.11 -14.26 -13.46
46 N 19.24 -13.38 -11.66
47 H 20.94 -14.62 -14.04
48 H 19.41 -13.74 -14.02
49 H 19.46 -12.95 -10.74
50 H 18.67 -12.75 -12.21
51 C 25.24 -12.14 -11.53
52 O 26.18 -12.93 -12.17
53 N 25.07 -10.87 -11.88
54 N 24.39 -12.49 -10.60
55 H 25.68 -10.56 -12.62
56 H 24.31 -10.23 -11.61
57 H 24.48 -13.47 -10.40
58 H 23.43 -12.03 -10.62
59 C 18.28 -17.41 -12.39
60 O 17.92 -18.60 -11.85
61 N 17.47 -16.74 -13.19
62 N 19.41 -16.80 -12.20
63 H 16.63 -17.18 -13.55
64 H 17.63 -15.79 -13.43
65 H 19.89 -17.00 -11.29
66 H 19.70 -15.97 -12.76
67 C 18.32 -15.64 -8.97
68 O 17.61 -16.33 -8.01
69 N 17.74 -15.05 -9.99
70 N 19.60 -15.48 -8.93
71 H 16.83 -15.47 -10.18
72 H 18.28 -14.62 -10.75
73 H 20.11 -16.28 -8.42
74 H 20.21 -14.98 -9.61
75 C 22.83 -16.27 -6.39
76 O 23.26 -16.23 -7.80
77 H 22.55 -17.35 -6.03
78 H 22.01 -15.57 -6.18
79 H 23.73 -16.03 -5.73
80 H 24.19 -16.43 -7.85
81 C 26.65 -15.51 -10.39
82 O 25.42 -15.09 -9.77
83 H 26.91 -16.42 -9.89
84 H 27.52 -14.97 -10.07
85 H 26.61 -15.69 -11.46
86 H 24.73 -15.71 -10.04
87 C 25.47 -15.43 -14.52
88 O 24.68 -14.39 -14.04
89 H 26.06 -15.92 -13.76
90 H 26.19 -14.99 -15.13
91 H 24.85 -16.17 -15.12
92 H 25.24 -13.83 -13.57
93 C 22.79 -21.17 -10.29
94 O 22.26 -22.14 -9.42
95 H 23.88 -21.08 -10.12
96 H 22.42 -20.20 -10.01
97 H 22.66 -21.55 -11.31
98 H 22.58 -21.91 -8.50
99 C 23.12 -12.97 -7.94
100 O 22.34 -13.93 -8.60
101 H 23.04 -12.99 -6.92
102 H 22.87 -11.88 -8.24
103 H 24.18 -13.13 -8.19
104 H 22.61 -14.81 -8.27


--- iv ---
Computed, not measured: 14 unconnected molecules or ions with the total composition C16H60N14O14, with ωB97M-V/def2-TZVPD.

Results
- Kohn-Sham gap: 9.06 eV

Cartesian coordinates (Å):
1 C -2.41 1.80 2.54
2 O -3.23 2.88 2.03
3 H -2.68 0.84 2.12
4 H -1.34 1.95 2.37
5 H -2.61 1.82 3.62
6 H -3.97 2.51 1.55
7 C -2.78 1.41 -4.99
8 O -2.42 1.39 -3.63
9 H -2.74 0.44 -5.49
10 H -3.81 1.77 -5.12
11 H -2.13 2.10 -5.54
12 H -2.84 0.64 -3.17
13 C 1.53 4.10 -2.86
14 O 2.12 4.27 -1.60
15 H 1.20 5.04 -3.28
16 H 2.22 3.59 -3.55
17 H 0.63 3.48 -2.80
18 H 2.27 3.43 -1.15
19 C -0.78 3.87 -0.26
20 O -1.35 4.73 0.73
21 H -0.86 4.37 -1.22
22 H 0.28 3.71 -0.02
23 H -1.16 2.85 -0.23
24 H -2.08 4.28 1.18
25 C -3.82 -1.84 -0.57
26 O -2.95 -1.20 -1.48
27 H -3.20 -2.15 0.29
28 H -4.62 -1.24 -0.12
29 H -4.28 -2.75 -0.96
30 H -2.49 -0.55 -0.91
31 C 0.11 0.03 -0.17
32 O -1.09 -0.07 0.23
33 N 0.43 0.19 -1.50
34 N 1.19 0.02 0.70
35 H -0.33 0.19 -2.17
36 H 1.41 -0.03 -1.70
37 H 2.08 0.38 0.43
38 H 0.99 -0.36 1.61
39 C -1.68 -2.57 -4.68
40 O -0.90 -2.03 -3.89
41 N -1.98 -1.97 -5.92
42 N -2.35 -3.78 -4.47
43 H -2.44 -2.49 -6.63
44 H -1.57 -1.08 -6.13
45 H -2.95 -4.11 -5.19
46 H -2.20 -4.30 -3.62
47 C 4.28 -0.32 -2.10
48 O 3.03 -0.42 -2.09
49 N 5.03 0.30 -1.11
50 N 5.05 -0.78 -3.17
51 H 4.50 0.91 -0.46
52 H 6.00 0.46 -1.21
53 H 5.99 -0.43 -3.22
54 H 4.65 -1.23 -3.96
55 C 1.77 -2.55 4.14
56 O 2.18 -3.66 4.49
57 N 0.45 -2.22 3.97
58 N 2.56 -1.43 3.93
59 H -0.24 -2.93 4.10
60 H 0.22 -1.27 3.69
61 H 1.99 -0.58 4.03
62 H 3.56 -1.50 3.93
63 C 4.05 2.18 2.08
64 O 4.06 1.93 0.86
65 N 3.63 1.30 3.04
66 N 4.54 3.40 2.54
67 H 3.56 1.53 4.01
68 H 3.15 0.48 2.70
69 H 4.71 3.51 3.52
70 H 4.82 4.03 1.82
71 C 1.40 0.08 -5.56
72 O 1.66 0.16 -6.78
73 N 0.64 0.98 -4.84
74 N 2.07 -0.82 -4.76
75 H 0.25 1.74 -5.36
76 H 0.71 1.00 -3.85
77 H 1.75 -0.80 -3.81
78 H 2.60 -1.56 -5.19
79 C 0.50 1.67 4.66
80 O 0.47 0.60 4.06
81 N 0.63 2.87 4.00
82 N 0.48 1.80 6.03
83 H 0.49 2.94 3.01
84 H 0.80 3.75 4.45
85 H 0.40 1.01 6.65
86 H 0.49 2.73 6.39
87 C -1.58 -4.66 1.24
88 C -0.59 -3.85 0.42
89 O -1.08 -3.82 -0.91
90 H -2.56 -4.23 1.06
91 H -1.38 -4.75 2.31
92 H -1.58 -5.70 0.89
93 H 0.43 -4.25 0.46
94 H -0.61 -2.82 0.82
95 H -0.70 -3.09 -1.41
96 C -3.01 -1.87 3.02
97 C -2.88 -1.69 4.53
98 O -4.08 -2.01 5.26
99 H -2.12 -1.51 2.50
100 H -3.88 -1.35 2.62
101 H -3.03 -2.95 2.87
102 H -2.62 -0.64 4.68
103 H -2.14 -2.42 4.85
104 H -3.89 -2.81 5.74


Most stable: iv. Least stable: ii.


--- i ---
Computed, not measured: C5H7FO2 in the gas phase, with ωB97M-V/def2-TZVPD.

Results
- Kohn-Sham gap (spin up / spin down): 7.24 / 7.35 eV

Cartesian coordinates (Å):
1 C 1.28 1.17 0.35
2 C 1.71 -0.04 0.09
3 C -0.27 1.45 0.28
4 C -0.90 0.29 -0.50
5 C -0.70 -1.06 0.02
6 O -0.74 -1.45 1.31
7 O -0.61 -2.13 -0.80
8 F 2.99 -0.43 -0.03
9 H 2.00 1.94 0.58
10 H -0.55 1.50 1.36
11 H -0.51 2.39 -0.17
12 H -2.01 0.45 -0.59
13 H -0.34 0.28 -1.39
14 H -0.51 -2.33 1.19
15 H -0.82 -2.03 -1.70


--- ii ---
Computed, not measured: 2 unconnected molecules or ions with the total composition C5H7FO2, with ωB97M-V/def2-TZVPD.

Results
- SMILES: CC(C)=O.O=C=CF
- Kohn-Sham gap: 9.18 eV

Cartesian coordinates (Å):
1 C -4.38 -0.47 0.04
2 C -3.64 0.51 0.48
3 C 0.01 -0.41 0.20
4 C 1.27 -0.46 1.06
5 C -0.16 0.75 -0.72
6 O -4.95 -1.41 -0.36
7 O -0.92 -1.17 0.24
8 F -3.86 1.86 0.37
9 H -2.65 0.36 0.88
10 H 1.02 -0.39 2.10
11 H 1.77 0.44 0.87
12 H 1.70 -1.40 1.09
13 H -0.98 0.53 -1.29
14 H 0.81 1.02 -1.11
15 H -0.54 1.64 -0.25


Most stable: ii. Least stable: i.


--- i ---
Computed, not measured: a gas-phase ion, H3N4O2 (charge -1), with ωB97M-V/def2-TZVPD.

Results
- Charge: -1
- SMILES: N[N-][N+](=O)[N-]O
- Kohn-Sham gap (spin up / spin down): 7.20 / 7.20 eV

Cartesian coordinates (Å):
1 N 2.18 -1.09 0.15
2 N -0.23 -1.50 -0.12
3 N -1.42 -0.75 -0.11
4 N 0.99 -0.58 0.14
5 O 0.78 0.67 -0.07
6 O 3.09 0.01 -0.06
7 H -1.74 -0.74 0.87
8 H -1.03 0.21 -0.24
9 H 2.45 0.83 -0.18


--- ii ---
Computed, not measured: a gas-phase ion, H3N4O2 (charge -1), with ωB97M-V/def2-TZVPD.

Results
- Charge: -1
- SMILES: N[N-][N+](=O)[N-]O
- Kohn-Sham gap: 6.53 eV

Cartesian coordinates (Å):
1 N 0.21 1.06 -1.57
2 N -0.96 0.44 0.43
3 N -1.15 -0.39 1.53
4 N -0.01 0.13 -0.31
5 O 0.71 -0.90 -0.16
6 O 1.41 0.55 -2.27
7 H -0.23 -0.95 1.57
8 H -1.48 0.18 2.33
9 H 1.51 -0.12 -1.55


Most stable: i. Least stable: ii.